Entry 1:
{"formula": "C4H11NS2", "method": "the ωB97M-V functional and the def2-TZVPD basis", "symbols": ["H", "H", "H", "H", "N", "S", "H", "H", "C", "H", "H", "H", "C", "S", "C", "H", "H", "C"], "coordinates": [[0.538, -0.072, 1.991], [3.073, -1.622, -0.860], [1.613, 0.336, -1.034], [-2.304, -1.127, 0.319], [0.562, -1.074, 1.698], [-0.068, 1.474, 0.091], [2.141, -2.854, 0.022], [-3.596, -0.057, -0.309], [1.299, 0.372, -0.086], [0.192, -1.628, -0.205], [1.242, -1.519, 2.362], [2.911, -1.542, 1.071], [2.414, -1.755, 0.032], [-1.353, 0.502, -1.257], [-2.575, -0.087, 0.139], [2.227, 0.638, 0.445], [-2.509, 0.608, 1.020], [1.073, -1.072, 0.238]], "smiles": "CSSC[C@@H](C)N", "gap_ev": 9.06, "e_above_lowest_ev": 1.651, "total_charge": 0, "spin_multiplicity": 1, "e_homo_ev": -8.5}

Entry 2:
{"formula": "C4H11NS2", "method": "the ωB97M-V functional and the def2-TZVPD basis", "symbols": ["S", "H", "N", "H", "C", "H", "C", "C", "H", "C", "H", "H", "H", "H", "H", "H", "H", "S"], "coordinates": [[-1.967, 0.010, -0.514], [-1.300, -1.859, -1.763], [0.786, 0.648, 0.642], [-0.733, 1.961, 1.352], [1.171, 0.075, -0.648], [1.254, 0.230, 1.426], [-0.945, -1.470, -0.799], [0.211, 1.951, 0.785], [1.054, -1.962, -0.126], [0.578, -1.306, -0.874], [2.263, 0.072, -0.696], [0.909, 2.684, 1.216], [-1.213, -2.189, -0.042], [-1.217, -0.021, 1.940], [0.919, -1.720, -1.812], [-0.099, 2.356, -0.170], [0.797, 0.766, -1.406], [-2.468, -0.226, 1.487]], "smiles": "CNCCCSS", "gap_ev": 8.76, "e_above_lowest_ev": 0.937, "total_charge": 0, "spin_multiplicity": 1, "e_homo_ev": -8.1}

Entry 3:
{"formula": "C4H11NSi", "method": "the ωB97M-V functional and the def2-TZVPD basis", "symbols": ["H", "C", "H", "N", "H", "Si", "H", "H", "H", "H", "H", "H", "C", "H", "C", "H", "C"], "coordinates": [[-0.364, 2.408, 0.326], [1.135, -0.978, -0.248], [3.249, -0.731, -0.897], [0.195, 1.673, 0.014], [0.858, -0.818, -1.350], [-0.166, 0.065, 0.660], [2.948, -0.649, 0.973], [-2.987, 1.198, -0.333], [-4.320, -0.112, -0.526], [1.177, -2.051, -0.186], [-2.404, -1.797, 0.346], [2.698, 0.709, -0.221], [2.533, -0.387, -0.051], [0.039, 0.071, 2.188], [-3.271, 0.146, -0.199], [0.950, 1.941, -0.579], [-2.270, -0.688, 0.083]], "gap_ev": [5.01, 6.20], "e_above_lowest_ev": 2.444, "s_squared": 2.0084, "total_charge": 0, "spin_multiplicity": 3, "e_homo_ev": [-4.1, -9.3]}

Entry 4:
{"formula": "C4H11O", "method": "the ωB97M-V functional and the def2-TZVPD basis", "symbols": ["H", "H", "H", "O", "H", "C", "H", "H", "H", "H", "H", "C", "C", "C", "H", "H"], "coordinates": [[3.113, -0.537, -1.940], [-2.951, 0.719, 0.707], [-1.174, 2.477, 0.194], [1.904, -0.415, -0.236], [3.970, 0.072, -0.558], [-0.897, 1.442, 0.435], [3.515, -1.635, -0.706], [-0.519, 1.421, 1.455], [-1.662, -1.257, 1.577], [-2.033, -1.757, -0.069], [-2.244, 0.435, -0.857], [3.097, -0.585, -0.797], [-2.017, 0.442, 0.210], [-1.549, -0.982, 0.525], [-0.474, -1.031, 0.299], [-0.079, 1.190, -0.240]], "gap_ev": 6.17, "e_above_lowest_ev": 0.276, "total_charge": -1, "spin_multiplicity": 1, "e_homo_ev": -2.0}

Entry 5:
{"formula": "C4H11O3", "method": "the ωB97M-V functional and the def2-TZVPD basis", "symbols": ["H", "O", "C", "H", "H", "H", "H", "H", "C", "H", "C", "O", "H", "H", "H", "H", "C", "O"], "coordinates": [[1.797, 0.652, 0.514], [-0.188, -2.137, -2.357], [0.755, 0.893, 0.810], [0.429, -0.957, 1.996], [-0.385, -0.211, -1.556], [1.420, -1.476, -0.414], [-0.196, -1.612, -3.162], [0.179, -2.572, 0.230], [0.379, -1.543, -0.082], [-0.915, -0.390, 1.149], [-0.529, -1.245, -1.257], [-0.001, 1.508, -0.168], [0.740, 1.400, 1.783], [-1.553, -1.499, -0.991], [-0.300, 2.643, 0.344], [-1.212, 3.372, 1.389], [0.165, -0.532, 1.040], [-0.585, 3.707, 0.731]], "gap_ev": 7.49, "e_above_lowest_ev": 0.855, "total_charge": -1, "spin_multiplicity": 1, "e_homo_ev": -3.8}

Entry 6:
{"formula": "C4H11O3P", "method": "the ωB97M-V functional and the def2-TZVPD basis", "symbols": ["O", "H", "H", "H", "O", "H", "C", "C", "C", "O", "C", "H", "H", "H", "H", "H", "P", "H", "H"], "coordinates": [[1.707, -0.405, 1.760], [-0.780, 2.541, 0.399], [0.546, -3.920, 2.026], [1.038, 0.605, -2.402], [-0.314, -1.482, 2.712], [-0.041, 1.166, 1.083], [0.733, 1.073, -1.354], [1.216, -3.309, 1.466], [-0.824, 1.358, 0.401], [-0.649, -0.742, -0.473], [-0.656, 0.638, -0.927], [1.245, 0.663, -0.519], [-0.914, -1.121, -1.293], [-1.680, 1.215, 0.870], [2.176, -3.702, 1.117], [-0.125, -0.767, 3.311], [0.948, -1.658, 1.766], [-1.346, 0.802, -1.669], [0.742, 2.123, -1.605]], "gap_ev": 9.30, "e_above_lowest_ev": 2.595, "total_charge": 0, "spin_multiplicity": 1, "e_homo_ev": -8.9}

Entry 7:
{"formula": "C4H11O4", "method": "the ωB97M-V functional and the def2-TZVPD basis", "symbols": ["H", "H", "H", "H", "C", "H", "C", "H", "O", "H", "C", "O", "O", "H", "H", "H", "O", "H", "C"], "coordinates": [[0.059, 1.660, 1.051], [-1.424, 0.254, -0.506], [-1.104, 2.304, -2.852], [2.189, -1.784, 0.523], [1.286, 0.699, -0.538], [-2.420, -1.414, 1.080], [-1.614, -0.762, 1.355], [-0.187, -1.085, -0.116], [2.018, -0.284, -0.568], [-1.932, 0.129, 2.043], [0.364, 0.658, 0.750], [-1.358, 2.125, -3.776], [2.182, -2.461, 1.287], [1.955, -1.916, 2.049], [-0.538, 1.767, -4.323], [-0.862, -1.617, 1.983], [1.266, 1.708, -1.294], [0.889, 0.237, 1.555], [-0.770, -0.218, 0.296]], "gap_ev": 8.40, "e_above_lowest_ev": 1.162, "total_charge": -1, "spin_multiplicity": 1, "e_homo_ev": -4.6}

Entry 8:
{"formula": "C4H11O4", "method": "the ωB97M-V functional and the def2-TZVPD basis", "symbols": ["O", "H", "C", "H", "O", "H", "H", "O", "H", "C", "H", "H", "H", "H", "H", "O", "H", "C", "C"], "coordinates": [[-2.297, -2.020, 0.211], [0.377, 1.992, -0.102], [0.402, 0.930, 0.143], [1.664, 0.544, -1.518], [2.612, 1.579, 0.648], [-1.427, -2.339, 0.012], [0.772, -0.899, -0.801], [-0.528, -0.866, 2.958], [-2.132, -1.104, 0.410], [-0.331, 0.289, -2.231], [0.104, 0.096, -3.208], [0.370, -0.514, 2.582], [-0.492, 0.631, 0.692], [-0.866, 1.239, -2.282], [-1.128, -0.455, -2.108], [1.664, 0.230, 2.168], [-1.170, -0.363, 2.457], [1.673, 0.886, 1.095], [0.735, 0.143, -1.126]], "gap_ev": 8.31, "e_above_lowest_ev": 0.243, "total_charge": -1, "spin_multiplicity": 1, "e_homo_ev": -4.7}

Entry 9:
{"formula": "C4H11OP", "method": "the ωB97M-V functional and the def2-TZVPD basis", "symbols": ["H", "H", "H", "C", "C", "H", "H", "H", "H", "H", "H", "C", "O", "P", "H", "C", "H"], "coordinates": [[1.323, -0.586, 1.162], [1.893, -1.596, -1.062], [0.125, 1.244, -0.813], [2.227, -0.601, -0.795], [1.530, 0.043, 0.363], [-0.117, 1.262, 0.768], [2.221, 0.837, 0.714], [3.247, -0.653, -0.732], [-3.648, -0.104, -0.522], [-2.727, 0.789, 0.719], [-0.911, -0.493, 1.961], [0.168, 0.569, 0.006], [-1.170, -1.306, 1.374], [-1.113, -0.851, -0.199], [-2.442, 1.038, -1.030], [-2.625, 0.323, -0.324], [2.020, 0.085, -1.587]], "smiles": "CCCP(C)O", "gap_ev": 9.84, "e_above_lowest_ev": 0.648, "total_charge": 0, "spin_multiplicity": 1, "e_homo_ev": -8.9}

Entry 10:
{"formula": "C4H11S", "method": "the ωB97M-V functional and the def2-TZVPD basis", "symbols": ["H", "H", "S", "H", "H", "H", "H", "H", "H", "C", "C", "C", "H", "H", "H", "C"], "coordinates": [[-0.991, -1.882, -1.202], [-0.557, 1.832, 0.213], [0.507, -0.464, 0.126], [-0.201, -1.019, 2.261], [0.582, -2.500, 1.397], [1.256, 1.325, -2.699], [-1.693, -0.305, -0.207], [-0.734, 1.034, 1.756], [0.847, 1.617, 1.286], [-0.930, -0.791, -0.930], [1.394, 1.648, -1.650], [-0.014, -1.591, 1.321], [-0.803, -0.367, -1.842], [-0.979, -1.878, 0.974], [2.351, 2.256, -1.713], [-0.036, 1.087, 0.909]], "gap_ev": [8.68, 8.69], "e_above_lowest_ev": 4.637, "total_charge": 1, "spin_multiplicity": 1, "e_homo_ev": [-13.8, -13.9]}

Entry 11:
{"formula": "C4H11S2", "method": "the ωB97M-V functional and the def2-TZVPD basis", "symbols": ["H", "C", "S", "C", "H", "H", "H", "C", "H", "H", "H", "H", "H", "H", "H", "C", "S"], "coordinates": [[1.749, -1.602, 0.558], [-1.930, 1.522, -0.415], [-2.902, 0.377, -1.473], [-2.171, -1.146, -0.817], [3.013, -0.335, 2.209], [-2.157, -1.964, -1.537], [-2.555, 2.418, -0.504], [1.614, -0.526, 0.466], [-2.028, 1.371, 0.663], [2.997, 1.055, 1.015], [-0.919, 1.569, -0.805], [-2.660, -1.435, 0.105], [-1.129, -0.836, -0.783], [3.699, -0.431, 0.502], [0.768, -0.003, 0.909], [2.948, -0.020, 1.178], [1.663, -0.015, -1.272]], "gap_ev": [9.37, 6.32], "e_above_lowest_ev": 0.786, "s_squared": 0.7528, "total_charge": 0, "spin_multiplicity": 2, "e_homo_ev": [-8.5, -8.5]}

Entry 12:
{"formula": "C4H12", "method": "the ωB97M-V functional and the def2-TZVPD basis", "symbols": ["C", "H", "H", "H", "C", "H", "H", "H", "C", "H", "H", "C", "H", "H", "H", "H"], "coordinates": [[-2.088, 1.584, -0.512], [0.622, -0.835, 1.442], [-1.529, -0.471, -0.204], [-1.900, 1.584, 0.561], [2.395, -0.561, 0.191], [3.002, -1.216, -0.429], [1.770, 0.104, -0.398], [3.178, 0.072, 0.640], [-1.962, 0.078, -1.028], [1.518, -2.278, 1.161], [-1.495, 2.284, -1.091], [1.645, -1.209, 1.352], [-1.231, 0.239, -1.836], [-3.132, 1.915, -0.603], [2.065, -1.138, 2.353], [-2.857, -0.152, -1.597]], "gap_ev": [2.90, 12.05], "e_above_lowest_ev": 0.773, "s_squared": 0.7504, "total_charge": -1, "spin_multiplicity": 2, "e_homo_ev": [1.5, -7.6]}

Entry 13:
{"formula": "C4H12", "method": "the ωB97M-V functional and the def2-TZVPD basis", "symbols": ["H", "H", "C", "H", "H", "H", "C", "C", "C", "H", "H", "H", "H", "H", "H", "H"], "coordinates": [[-2.039, -1.069, -0.986], [-1.793, 0.782, 0.480], [-2.101, -0.085, -1.448], [1.210, -0.409, -0.213], [1.594, 0.937, 0.747], [-1.115, 0.147, -1.868], [2.931, -0.783, 1.117], [-2.447, 0.970, -0.379], [1.577, -0.169, 0.792], [3.026, -1.048, 2.167], [0.755, -0.330, 1.483], [-2.861, -0.120, -2.233], [3.735, -0.123, 0.784], [-2.034, 1.905, -0.793], [3.078, -1.699, 0.553], [-3.515, 1.097, -0.204]], "gap_ev": [2.78, 12.04], "e_above_lowest_ev": 0.342, "s_squared": 0.7503, "total_charge": -1, "spin_multiplicity": 2, "e_homo_ev": [1.5, -7.6]}

Entry 14:
{"formula": "C4H12", "method": "the ωB97M-V functional and the def2-TZVPD basis", "symbols": ["C", "H", "H", "C", "H", "C", "H", "H", "H", "H", "C", "H", "H", "H", "H", "H"], "coordinates": [[1.578, 0.424, -1.799], [1.593, -1.586, -2.424], [1.184, -1.490, -0.771], [1.028, -0.962, -1.763], [1.545, 0.871, -2.857], [-1.386, -0.411, 1.563], [-1.680, 1.206, 2.920], [-0.550, -0.916, 1.082], [0.968, 1.013, -1.137], [-1.630, 1.798, 1.218], [-1.223, 0.993, 1.907], [-2.055, -0.558, 0.730], [2.565, 0.447, -1.298], [-0.026, -1.020, -1.865], [-1.665, -1.125, 2.322], [-0.244, 1.316, 2.171]], "gap_ev": [2.81, 11.79], "e_above_lowest_ev": 0.814, "s_squared": 0.7503, "total_charge": -1, "spin_multiplicity": 2, "e_homo_ev": [1.5, -7.4]}

Entry 15:
{"formula": "C4H12", "method": "the ωB97M-V functional and the def2-TZVPD basis", "symbols": ["H", "H", "H", "C", "H", "H", "H", "H", "C", "H", "H", "H", "H", "H", "C", "C"], "coordinates": [[-0.096, 1.371, 2.038], [1.260, -1.136, 2.782], [-2.280, -1.450, -2.229], [0.901, 0.966, 2.422], [-1.590, -0.680, -0.743], [-1.421, 1.381, -2.255], [0.140, 0.487, -2.500], [-0.663, -1.750, -1.851], [-1.376, -0.965, -1.841], [1.543, 1.880, 2.055], [2.494, -0.332, 1.786], [-0.914, 0.148, -3.694], [0.901, -0.929, 1.146], [0.607, 1.021, 3.462], [1.398, -0.407, 1.998], [-0.904, 0.395, -2.576]], "gap_ev": [2.88, 11.93], "e_above_lowest_ev": 1.142, "s_squared": 0.7503, "total_charge": -1, "spin_multiplicity": 2, "e_homo_ev": [1.5, -7.5]}